1.
Molecular formula: C13H16Cl2N2Pb
Method: DFT, ωB97M-V/def2-TZVPD

Values from the calculation:
Max |F| (eV/Å): 3.710
Energy (a.u.): -1727.54044
LUMO energy (spin up / spin down) (hartree): -0.0892 / -0.0894
Energy relative to the best compared isomer or geometry (same formula, charge and spin) (eV): 2.8147
HOMO level (spin up / spin down) (eV): -9.18 / -9.19

Structure (XYZ):
```
34
Properties=species:S:1:pos:R:3:lowdin_charge:R:1
Pb 1.983 -0.105 -0.537 0.942
Cl 0.952 -2.540 -0.703 -0.074
Cl 1.829 1.768 1.264 -0.096
C 4.077 -0.136 -0.925 -0.288
H 4.291 0.868 -1.410 -0.057
H 3.992 -0.577 -1.996 -0.059
C -0.705 1.438 -2.105 -0.084
C 0.249 0.591 -2.314 -0.307
H -0.515 2.377 -1.587 0.131
C 0.210 -0.659 -3.132 -0.282
H 1.283 0.933 -2.258 0.025
C -0.856 -0.535 -4.176 -0.205
H 1.204 -0.876 -3.549 0.122
H 0.021 -1.495 -2.437 -0.011
C -2.149 -0.104 -3.527 -0.161
H -0.496 0.220 -4.871 0.121
H -0.954 -1.492 -4.684 0.118
C -2.057 1.114 -2.518 -0.152
H -2.867 0.143 -4.315 0.109
H -2.556 -0.938 -2.936 0.118
H -2.616 1.937 -2.926 0.110
H -2.630 0.840 -1.640 0.121
N -0.342 -0.027 7.892 0.156
C -0.267 -0.102 6.734 -0.166
C -0.184 -0.188 5.286 -0.223
C 0.255 -1.360 4.661 -0.003
C 0.279 -1.398 3.251 -0.127
N -0.083 -0.354 2.520 0.013
C -0.459 0.781 3.103 -0.204
C -0.542 0.910 4.497 -0.005
H 0.575 -2.230 5.231 0.118
H 0.598 -2.300 2.719 0.104
H -0.662 1.637 2.458 0.077
H -0.856 1.859 4.929 0.120
```


2.
Molecular formula: C13H16Cl3N3O3S
Method: DFT, ωB97M-V/def2-TZVPD

Values from the calculation:
SMILES: CCOC(=O)N[C@H](NC(=S)Nc1ccc(OC)cc1)C(Cl)(Cl)Cl
Max |F| (eV/Å): 0.844
Energy (a.u.): -2673.76860
LUMO energy (hartree): 0.0186
Energy relative to the best compared isomer or geometry (same formula, charge and spin) (eV): 0.1211
HOMO level (eV): -8.26

Structure (XYZ):
```
39
Properties=species:S:1:pos:R:3:lowdin_charge:R:1
C 3.585 3.829 3.449 -0.063
C 4.371 3.068 2.391 -0.215
O 3.690 1.879 1.986 0.014
C 2.728 2.030 1.070 -0.585
O 2.409 3.066 0.543 0.091
N 2.167 0.821 0.776 0.066
C 1.072 0.737 -0.122 -0.465
N -0.107 0.129 0.439 0.054
C -0.176 -0.939 1.278 -0.843
S 1.052 -1.492 2.244 0.675
N -1.384 -1.533 1.415 0.040
C -2.563 -1.348 0.672 -0.249
C -3.782 -1.325 1.340 -0.011
C -4.969 -1.169 0.648 -0.014
C -4.956 -1.031 -0.737 -0.277
O -6.055 -0.863 -1.516 -0.080
C -7.321 -0.825 -0.901 -0.085
C -3.733 -1.080 -1.409 0.014
C -2.552 -1.245 -0.719 -0.036
C 1.496 -0.003 -1.433 -1.501
Cl 0.210 0.196 -2.646 0.613
Cl 2.984 0.720 -2.060 0.640
Cl 1.748 -1.731 -1.150 0.626
H 2.646 4.181 3.029 0.074
H 3.375 3.183 4.297 0.078
H 4.163 4.685 3.787 0.076
H 4.536 3.701 1.513 0.122
H 5.328 2.719 2.785 0.123
H 2.356 0.011 1.368 0.022
H 0.824 1.771 -0.415 0.151
H -0.968 0.359 -0.041 0.115
H -1.443 -2.159 2.208 0.121
H -3.801 -1.431 2.414 0.118
H -5.895 -1.158 1.200 0.105
H -8.036 -0.686 -1.710 0.094
H -7.402 0.012 -0.200 0.096
H -7.543 -1.761 -0.379 0.096
H -3.733 -0.999 -2.484 0.123
H -1.627 -1.331 -1.267 0.075
```


3.
Molecular formula: C13H16F5N3O3S
Method: DFT, ωB97M-V/def2-TZVPD

Values from the calculation:
SMILES: CCCC[C@@](N)(C#N)[C@](C#N)(C[C@@H]1CO1)S(=O)(=O)C(F)(F)C(F)(F)F
Max |F| (eV/Å): 12.752
Energy (a.u.): -1791.86509
LUMO energy (hartree): -0.0421
HOMO level (eV): -10.70

Structure (XYZ):
```
41
Properties=species:S:1:pos:R:3:lowdin_charge:R:1
C -3.342 -0.598 0.329 -0.150
C -3.545 0.397 -0.964 -0.244
C -2.340 0.225 -2.110 -0.203
C -1.108 1.184 -1.605 -0.140
C 0.402 0.557 -1.925 -0.372
N 0.366 -0.510 -3.032 0.048
C 1.251 1.828 -2.603 -0.082
N 2.108 2.758 -2.911 0.133
C 1.140 -0.009 -0.535 -0.332
C 2.509 -0.799 -1.084 -0.095
N 3.535 -1.428 -1.621 0.150
C 0.088 -1.068 0.128 -0.083
C 0.995 -2.524 0.612 -0.170
C 0.377 -3.298 2.038 0.002
O 1.766 -2.420 1.968 -0.192
S 1.715 1.379 0.573 0.891
O 0.817 2.641 0.544 -0.315
O 3.120 1.834 0.013 -0.325
C 2.002 0.929 2.364 -0.228
F 3.270 0.128 2.420 0.008
F 0.884 0.232 3.037 0.012
C 2.313 2.281 3.299 -0.140
F 3.220 3.251 2.641 0.060
F 2.948 1.865 4.598 0.039
F 0.949 2.859 3.597 0.022
H -3.057 -1.692 0.024 0.076
H -4.397 -0.672 0.871 0.087
H -2.595 -0.173 1.143 0.072
H -3.504 1.520 -0.568 0.118
H -4.620 0.250 -1.404 0.107
H -2.789 0.514 -3.161 0.120
H -2.096 -0.919 -2.153 0.088
H -1.211 2.215 -2.199 0.144
H -1.270 1.450 -0.477 0.107
H -0.031 -1.409 -2.680 0.078
H -0.132 -0.153 -3.882 0.109
H -0.690 -1.541 -0.607 0.106
H -0.473 -0.704 1.085 0.103
H 1.439 -3.261 -0.301 0.173
H 0.547 -4.447 2.172 0.116
H -0.558 -2.672 2.366 0.105
```


4.
Molecular formula: C13H16GaI2N3O
Method: DFT, ωB97M-V/def2-TZVPD

Values from the calculation:
Max |F| (eV/Å): 5.811
Energy (a.u.): -3264.61635
LUMO energy (hartree): 0.1538
Energy relative to the best compared isomer or geometry (same formula, charge and spin) (eV): 0.3090
HOMO level (eV): 0.43
Total charge: -2

Structure (XYZ):
```
36
Properties=species:S:1:pos:R:3:lowdin_charge:R:1
C 1.769 1.863 -0.792 -0.479
I 3.986 0.664 -1.397 -0.242
H 2.074 2.881 -1.052 0.040
H 1.716 1.207 -1.674 -0.111
H 2.226 1.480 0.127 -0.031
C -0.045 -1.908 -3.551 -0.051
C -0.512 -0.512 -1.849 -0.207
N -0.122 -1.768 -2.178 -0.110
H -0.534 -0.432 -5.116 0.115
I -3.347 0.472 -0.106 0.252
N -0.766 0.099 -3.042 -0.095
H 0.276 -2.823 -4.018 0.113
Ga -0.814 0.202 -0.079 -0.084
C 0.207 2.001 -0.391 -0.476
O -0.372 3.024 -0.219 -0.065
C -0.444 -0.739 -4.090 -0.050
C -1.237 1.456 -3.241 -0.035
H -1.689 1.506 -4.238 0.087
H -0.412 2.184 -3.206 0.104
H -1.988 1.721 -2.486 0.035
C 0.240 -2.801 -1.231 -0.016
H 0.320 -3.749 -1.776 0.085
H -0.522 -2.891 -0.445 0.096
H 1.205 -2.586 -0.749 0.106
N -0.260 -0.137 1.661 -0.088
C -0.338 0.392 2.851 -0.491
C 0.366 -0.251 3.935 -0.097
C 0.230 0.189 5.238 -0.181
C -0.577 1.305 5.534 -0.208
C -1.228 1.996 4.498 -0.175
C -1.091 1.586 3.188 -0.081
H 0.994 -1.105 3.671 0.076
H 0.751 -0.336 6.040 0.069
H -0.691 1.640 6.567 0.049
H -1.847 2.868 4.727 0.076
H -1.565 2.128 2.364 0.070
```


5.
Molecular formula: C13H16N2O5
Method: DFT, ωB97M-V/def2-TZVPD

Values from the calculation:
SMILES: N[C@@H](CC(=O)O)C(=O)N[C@@H](Cc1ccccc1)C(=O)O
Max |F| (eV/Å): 6.637
Energy (a.u.): -990.64374
LUMO energy (hartree): 0.0148
Energy relative to the best compared isomer or geometry (same formula, charge and spin) (eV): 3.5043
HOMO level (eV): -9.47

Structure (XYZ):
```
36
Properties=species:S:1:pos:R:3:lowdin_charge:R:1
N -1.151 1.404 -1.537 0.070
C -0.904 2.448 -0.512 -0.277
C -2.042 2.373 0.566 -0.022
C -2.141 3.638 1.406 -0.534
O -3.239 3.953 1.891 0.069
O -1.082 4.242 1.800 0.199
C 0.415 2.293 0.226 -0.435
O 1.416 3.008 0.112 0.071
N 0.562 1.039 0.806 0.124
C -0.151 -0.231 0.929 -0.201
C 1.024 -1.321 0.909 -0.046
C 1.170 -2.057 -0.405 -0.210
C 1.015 -3.475 -0.520 -0.014
C 1.256 -4.200 -1.705 -0.061
C 1.606 -3.448 -2.832 -0.066
C 1.817 -2.058 -2.646 -0.104
C 1.766 -1.368 -1.455 -0.065
C -0.770 -0.428 2.267 -0.509
O -0.352 0.178 3.242 0.105
O -1.677 -1.432 2.398 0.094
H -0.344 1.404 -2.054 0.041
H -1.797 1.778 -2.234 0.097
H -0.788 3.365 -1.078 0.151
H -1.927 1.636 1.369 0.114
H -2.906 1.937 -0.071 0.163
H -0.354 3.787 1.417 0.069
H 1.395 0.967 1.319 0.109
H -0.836 -0.277 0.166 0.110
H 1.922 -0.725 1.287 0.152
H 0.697 -2.069 1.662 0.120
H 0.939 -4.007 0.383 0.089
H 1.120 -5.203 -1.802 0.069
H 1.799 -3.937 -3.781 0.100
H 2.328 -1.410 -3.387 0.106
H 2.106 -0.270 -1.527 0.146
H -1.890 -1.531 3.392 0.177
```


6.
Molecular formula: C13H16N2O6
Method: DFT, ωB97M-V/def2-TZVPD

Values from the calculation:
SMILES: N[C@@H](CC(=O)O)C(=O)N[C@@H](Cc1ccc(O)cc1)C(=O)O
Max |F| (eV/Å): 5.148
Energy (a.u.): -1065.88002
LUMO energy (hartree): 0.0189
Energy relative to the best compared isomer or geometry (same formula, charge and spin) (eV): 3.7914
HOMO level (eV): -8.62

Structure (XYZ):
```
37
Properties=species:S:1:pos:R:3:lowdin_charge:R:1
N 3.069 1.733 -0.892 0.056
C 2.484 0.488 -0.483 -0.340
C 3.682 -0.350 -0.161 -0.035
C 3.286 -1.896 0.137 -0.509
O 3.724 -2.746 0.862 0.085
O 2.405 -2.406 -0.693 0.082
C 1.637 0.686 0.776 -0.419
O 2.059 0.341 1.904 0.054
N 0.489 1.351 0.640 0.110
C -0.130 2.001 -0.531 -0.140
C -0.890 0.973 -1.583 -0.056
C -1.573 -0.110 -0.879 -0.243
C -1.490 -1.484 -1.200 -0.069
C -2.400 -2.403 -0.822 -0.032
C -3.329 -2.093 0.254 -0.294
O -4.205 -3.007 0.739 0.050
C -3.225 -0.799 0.858 0.011
C -2.536 0.201 0.139 -0.005
C -1.166 2.910 -0.033 -0.479
O -2.130 3.411 -0.542 0.123
O -1.141 3.002 1.372 0.075
H 4.022 1.527 -1.228 0.086
H 3.161 2.406 -0.134 0.099
H 1.733 0.140 -1.106 0.104
H 4.472 -0.503 -0.962 0.153
H 4.068 -0.091 0.810 0.117
H 2.477 -3.373 -0.447 0.154
H -0.009 1.164 1.534 0.172
H 0.762 2.576 -1.011 0.182
H -1.510 1.642 -2.130 0.106
H -0.268 0.388 -2.281 0.117
H -0.759 -1.758 -2.000 0.126
H -2.506 -3.386 -1.381 0.134
H -3.909 -3.910 0.657 0.103
H -3.960 -0.669 1.662 0.117
H -2.525 1.310 0.355 0.108
H -1.964 3.442 1.465 0.096
```